Entry a
Here is C2H3N3 in the gas phase from the OMol25 dataset. Energies are from ωB97M-V/def2-TZVPD.

Cartesian coordinates (Å):
C  -0.94  -0.59  0.08
C  -0.36  0.64  -0.06
N  0.93  0.41  -0.09
N  1.25  -0.83  -0.01
N  0.12  -1.45  -0.09
H  -2.03  -0.63  -0.07
H  -0.69  1.59  -0.13
H  1.72  0.87  0.36

## Properties
HOMO level: -9.9 eV
Kohn-Sham gap: 10.77 eV
SMILES: c1c[nH]nn1

Entry b
Here is C2H3N3 in the gas phase from the OMol25 dataset. Energies are from ωB97M-V/def2-TZVPD.

Cartesian coordinates (Å):
N  -1.19  0.84  -0.53
N  -0.98  -0.41  -0.54
C  0.05  -1.03  -0.21
C  1.12  0.28  0.49
N  0.58  1.38  0.51
H  -1.96  1.04  0.12
H  0.15  -2.11  -0.46
H  2.07  -0.13  0.82

## Properties
HOMO level (alpha / beta): -9.4 / -9.4 eV
Kohn-Sham gap (alpha / beta): 9.67 / 9.67 eV

It turns out entry a is the most stable, with the second structure 208.3 kJ/mol higher.

Entry a
Here is C2H3N3 in the gas phase from the OMol25 dataset. Energies are from ωB97M-V/def2-TZVPD.

Cartesian coordinates (Å):
C  1.13  0.07  -0.35
N  0.75  -1.21  -0.26
N  -0.55  -1.30  0.08
C  -1.00  -0.07  0.12
N  -0.01  0.83  -0.10
H  1.87  -0.34  0.39
H  -2.04  0.17  0.29
H  -0.14  1.83  -0.17

## Properties
HOMO level: -9.8 eV
Kohn-Sham gap: 10.58 eV
SMILES: c1nnc[nH]1

Entry b
Here is C2H3N3 in the gas phase from the OMol25 dataset. Energies are from ωB97M-V/def2-TZVPD.

Cartesian coordinates (Å):
C  1.13  -0.05  0.04
N  0.41  1.09  0.00
C  -0.84  0.74  -0.03
N  -0.88  -0.64  0.02
N  0.38  -1.08  -0.04
H  2.20  0.09  0.00
H  -1.72  1.46  0.00
H  -1.60  -1.32  0.11

## Properties
HOMO level: -10.2 eV
Kohn-Sham gap: 11.23 eV
SMILES: c1nc[nH]n1

Entry c
Here is C2H3N3 in the gas phase from the OMol25 dataset. Energies are from ωB97M-V/def2-TZVPD.

Cartesian coordinates (Å):
C  1.14  -0.10  -0.07
N  0.66  -1.48  0.16
N  -0.67  -1.40  0.24
C  -1.05  -0.16  0.10
N  0.02  0.64  -0.09
H  2.02  0.63  -0.24
H  -2.06  0.23  0.12
H  -0.05  1.64  -0.22

## Properties
HOMO level: -9.4 eV
Kohn-Sham gap: 9.99 eV
SMILES: c1nnc[nH]1

Entry d
Here is C2H3N3 in the gas phase from the OMol25 dataset. Energies are from ωB97M-V/def2-TZVPD.

Cartesian coordinates (Å):
C  -1.11  -0.12  0.01
C  -0.06  0.81  -0.03
N  1.05  0.01  -0.05
N  0.77  -1.25  -0.01
N  -0.52  -1.33  -0.08
H  -2.22  -0.15  0.14
H  0.03  1.93  -0.21
H  2.06  0.10  0.23

## Properties
HOMO level: -9.9 eV
Kohn-Sham gap: 10.80 eV
SMILES: c1c[nH]nn1

It turns out entry b is the most stable, with the second structure 93.2 kJ/mol higher.

Entry a
Here is C2H3N3 in the gas phase from the OMol25 dataset. Energies are from ωB97M-V/def2-TZVPD.

Cartesian coordinates (Å):
C  -0.58  -0.09  -0.79
C  0.82  -0.04  -0.59
N  1.06  0.20  0.69
N  -0.17  0.39  1.20
N  -1.18  0.18  0.35
H  -1.17  -0.39  -1.64
H  1.61  -0.20  -1.30
H  -0.39  -0.06  2.08

## Properties
HOMO level: -10.4 eV
Kohn-Sham gap: 11.58 eV
SMILES: c1cn[nH]n1

Entry b
Here is C2H3N3 in the gas phase from the OMol25 dataset. Energies are from ωB97M-V/def2-TZVPD.

Cartesian coordinates (Å):
N  -0.48  -1.11  0.30
C  0.45  -0.74  -0.49
N  0.79  0.62  -0.63
C  -0.02  1.21  0.17
N  -0.94  1.18  1.00
H  -0.64  -2.12  0.32
H  1.05  -1.40  -1.11
H  -0.21  2.35  0.46

## Properties
HOMO level: -9.7 eV
Kohn-Sham gap: 8.86 eV

Entry c
Here is C2H3N3 in the gas phase from the OMol25 dataset. Energies are from ωB97M-V/def2-TZVPD.

Cartesian coordinates (Å):
C  0.72  -0.78  -0.03
C  -1.57  0.87  -0.01
N  -0.50  -1.23  0.12
N  -1.25  -0.23  0.11
N  1.06  0.41  0.23
H  1.34  -1.72  -0.26
H  -1.79  1.88  -0.13
H  1.99  0.79  -0.04

## Properties
HOMO level: -8.7 eV
Kohn-Sham gap: 9.70 eV

It turns out entry a is the most stable, with the second structure 265.1 kJ/mol higher.